Entry from the OMol25 dataset: a 5-piece molecular cluster, C26H63N7O10P overall (ωB97M-V/def2-TZVPD).

The spin multiplicity is 1. For the orbital gap, the calculation gives 7.40 eV. Its net charge is +1. The calculation puts the energy above the lowest of the compared OMol25 structures with the same formula, charge and spin at 104.80 kJ/mol.

Atoms and positions in Å:
C1 -2.231559 -3.406962 4.697147
O1 -1.345336 -3.867726 3.667781
C2 -1.843230 -3.587749 2.378656
C3 -1.446756 -2.123174 1.939995
O2 -2.568188 -1.431088 1.398193
C4 -2.201924 -0.222045 0.736159
P1 -3.562455 1.021580 1.043464
O3 -3.965075 0.925378 2.453449
O4 -4.891860 0.598048 0.153420
O5 -3.199783 2.535820 0.596314
C5 -0.758839 0.291858 1.044143
N1 -0.417937 1.536128 0.362367
C6 0.018793 2.457035 1.181841
C7 -0.727893 2.995676 2.402982
C8 1.417505 3.126530 0.893552
N2 0.170683 -0.773029 0.491681
C9 -0.256226 -2.159543 0.903330
O6 0.858337 -2.872463 1.479542
C10 1.122191 -3.940892 0.717755
N3 0.997124 -4.948240 0.231608
H1 -3.262385 -3.202729 4.323513
H2 -2.358825 -4.161750 5.503957
H3 -1.817526 -2.475441 5.151172
H4 -2.934218 -3.762589 2.291375
H5 -1.349742 -4.291395 1.669348
H6 -1.138422 -1.618800 2.889048
H7 -2.225608 -0.455040 -0.367551
H8 -4.623808 -0.076645 -0.501458
H9 -3.903991 3.154025 0.863490
H10 -0.517244 0.394589 2.119569
H11 -0.011787 3.140073 3.246294
H12 -1.465880 2.245994 2.776137
H13 -1.273109 3.943562 2.212644
H14 1.364821 4.229156 1.046908
H15 2.096391 2.741341 1.685610
H16 1.772072 2.922251 -0.134666
H17 0.057140 -0.739965 -0.533368
H18 1.161186 -0.571126 0.678098
H19 -0.546198 -2.731591 -0.005802
C11 5.007157 -7.773051 -0.552025
C12 6.189782 -7.549131 0.386139
C13 5.830484 -6.801466 1.681654
O7 5.601653 -5.406797 1.526180
C14 4.343255 -5.070874 0.981296
N4 7.257985 -6.866858 -0.354408
H20 4.751911 -6.883371 -1.128135
H21 5.243889 -8.555015 -1.274910
H22 4.118183 -8.091285 -0.000640
H23 6.559136 -8.537081 0.677504
H24 6.682417 -6.879689 2.362411
H25 4.980491 -7.272660 2.192163
H26 3.551863 -5.740204 1.329772
H27 4.389432 -5.069397 -0.109944
H28 4.101107 -4.051352 1.296187
H29 8.087640 -6.824553 0.232603
H30 6.983989 -5.891473 -0.456019
C15 -6.387683 -1.081535 -6.189927
C16 -6.022183 -0.170774 -5.021683
C17 -4.772221 -0.618539 -4.244023
O8 -4.967437 -1.744591 -3.396462
C18 -5.001306 -2.992275 -4.072126
N5 -7.189772 -0.039493 -4.141812
H31 -6.901867 -1.988288 -5.872415
H32 -7.062295 -0.563567 -6.872560
H33 -5.500645 -1.371851 -6.759356
H34 -5.802856 0.816139 -5.441041
H35 -4.479660 0.199746 -3.577187
H36 -3.921743 -0.788789 -4.917214
H37 -4.300448 -3.023592 -4.910538
H38 -6.013292 -3.212977 -4.412741
H39 -4.724680 -3.769289 -3.357734
H40 -6.988036 0.659400 -3.430337
H41 -7.273852 -0.905701 -3.612900
C19 -0.509206 9.179764 4.971260
C20 -1.707228 8.282262 4.675525
C21 -1.330161 6.861349 4.221786
O9 -0.842370 6.764362 2.888594
C22 0.502733 7.178970 2.721202
N6 -2.569622 8.953026 3.695468
H42 -0.051281 9.582611 4.067976
H43 -0.820535 10.035787 5.571039
H44 0.258759 8.643323 5.535202
H45 -2.270799 8.182243 5.608226
H46 -2.237942 6.250523 4.242313
H47 -0.624254 6.393155 4.920713
H48 1.125737 6.907413 3.578157
H49 0.550713 8.253370 2.540798
H50 0.899141 6.684922 1.831529
H51 -3.425211 8.413272 3.587881
H52 -2.118298 8.874613 2.785976
C23 4.132921 -0.482695 -4.449333
C24 4.816607 0.803371 -3.993150
C25 4.427279 1.251964 -2.573973
O10 3.126928 1.821294 -2.457901
C26 2.067909 0.888579 -2.453832
N7 4.556068 1.853449 -4.984212
H53 3.105144 -0.320881 -4.775599
H54 4.665582 -0.910125 -5.299398
H55 4.126479 -1.232741 -3.652900
H56 5.893050 0.608040 -3.983658
H57 5.116588 2.044160 -2.270643
H58 4.552315 0.436380 -1.848648
H59 2.338875 -0.034277 -1.923521
H60 1.765869 0.673096 -3.479915
H61 1.215292 1.342827 -1.941540
H62 5.107595 2.674185 -4.745386
H63 3.594484 2.163583 -4.857503

Atomic forces in eV per Å
-0.41 0.44 0.76
-0.90 0.01 -0.34
0.71 -0.07 -0.73
0.10 -0.16 0.70
0.63 0.20 -0.21
0.48 0.06 -1.56
-3.09 0.53 1.59
0.83 0.20 -0.09
2.63 -0.27 -0.22
0.29 -1.32 -0.38
-1.75 1.76 0.22
1.91 -1.32 1.52
0.78 1.61 -0.83
0.50 -1.63 0.96
-1.76 0.59 -0.15
-0.32 -0.39 -0.75
-0.85 -1.20 0.69
0.37 0.16 -1.27
-0.83 3.32 3.08
0.37 -2.98 -2.01
0.77 -0.04 0.04
0.48 0.33 -0.66
-0.38 -0.59 -0.27
0.49 0.43 0.05
-0.33 0.24 0.55
0.15 -0.29 -0.74
0.19 0.38 0.58
-0.66 0.28 0.00
0.12 -0.30 -0.02
-0.51 -0.54 -0.44
-0.42 0.27 -0.65
0.24 0.61 -0.35
0.58 -0.49 -0.24
0.04 -0.72 -0.06
-0.32 0.02 -0.55
-0.08 -0.12 0.70
0.29 0.41 0.25
-0.19 -0.05 0.20
-0.12 0.69 0.51
-0.15 -0.24 -0.05
-0.14 0.36 -0.20
0.18 -0.19 0.13
-0.14 -0.09 0.06
0.25 0.17 -0.04
0.05 0.05 0.30
0.06 0.04 0.07
0.05 0.05 0.03
0.03 0.03 -0.02
0.04 0.07 0.11
-0.01 0.11 -0.04
-0.10 0.02 -0.11
0.02 -0.07 -0.08
-0.25 -0.10 -0.03
0.08 -0.02 0.12
0.04 -0.10 -0.12
-0.01 -0.08 -0.11
0.06 0.03 -0.28
-0.20 -0.33 0.10
0.00 0.20 0.02
0.27 0.16 -0.09
-0.17 -0.15 0.29
0.33 0.07 0.22
0.04 0.04 0.08
0.01 0.02 0.09
-0.04 0.00 0.03
0.08 0.01 0.11
-0.07 -0.04 0.05
-0.07 -0.12 -0.09
-0.06 0.07 -0.04
0.08 -0.07 -0.18
0.05 0.10 0.03
-0.14 0.09 -0.10
-0.13 0.00 -0.13
0.12 0.07 0.24
0.20 0.16 -0.34
-0.23 -0.08 0.15
0.09 -0.19 0.20
-0.12 0.03 -0.30
-0.06 -0.37 -0.03
-0.06 -0.07 -0.03
-0.05 -0.04 -0.06
-0.02 0.02 -0.03
-0.03 -0.12 -0.06
0.01 0.03 -0.10
0.12 0.11 -0.02
-0.04 0.07 0.05
0.19 0.01 0.12
-0.08 -0.05 0.03
-0.06 0.15 0.08
0.02 0.17 0.06
0.09 -0.26 0.00
-0.42 0.06 -0.13
0.34 0.09 -0.02
0.04 -0.21 0.32
-0.10 0.43 -0.17
0.05 0.14 0.35
0.03 0.09 0.03
-0.01 0.08 0.02
0.00 0.02 -0.03
-0.01 0.09 0.11
-0.11 0.05 -0.02
-0.11 -0.10 -0.05
0.11 -0.11 -0.13
-0.10 -0.34 0.10
0.07 0.08 0.00
0.08 -0.06 -0.17
0.02 -0.08 -0.15

Entry from the OMol25 dataset: a 6-piece molecular cluster, C26H65ClO6P overall (ωB97M-V/def2-TZVPD).

The spin multiplicity is 1. For the orbital gap, the calculation gives 8.33 eV. Its net charge is +1.

Atoms and positions in Å:
C1 -1.978163 -5.039250 2.263375
C2 -2.478165 -3.910714 1.317364
O1 -3.246692 -4.376534 0.204458
C3 -2.473047 -5.053583 -0.725199
P1 -1.871798 -3.935464 -2.099047
C4 -0.042332 -3.930947 -2.351503
C5 0.744255 -3.127613 -1.287261
C6 0.144563 -1.738659 -0.916492
Cl1 1.026224 -4.173200 0.171388
H1 -2.182916 -6.009329 1.784760
H2 -0.887949 -4.947409 2.332475
H3 -2.464703 -5.033743 3.237718
H4 -3.155655 -3.278269 1.903255
H5 -1.670596 -3.233055 0.991359
H6 -1.604980 -5.589431 -0.312405
H7 -3.113033 -5.821004 -1.183973
H8 -2.440074 -4.421730 -3.308916
H9 -2.394116 -2.631603 -1.930343
H10 0.373186 -4.946807 -2.419701
H11 0.181950 -3.472336 -3.327983
H12 1.735132 -2.930037 -1.706044
H13 -0.728196 -1.460596 -1.517107
H14 -0.082844 -1.727161 0.158845
H15 0.900458 -0.961459 -1.074533
C7 -0.476755 1.600003 2.374539
C8 -1.129659 0.299364 2.808143
O2 -0.256668 -0.820414 2.767813
C9 0.898296 -0.745184 3.590887
C10 0.587213 -0.590923 5.068772
H16 -0.073719 1.508478 1.364265
H17 -1.203546 2.412687 2.387770
H18 0.347544 1.881847 3.030033
H19 -1.949053 0.067315 2.124154
H20 -1.575093 0.397290 3.803184
H21 1.558212 0.056484 3.244025
H22 1.439633 -1.679879 3.435800
H23 0.050549 0.334693 5.280165
H24 1.510375 -0.581374 5.649006
H25 -0.034525 -1.418130 5.416023
C11 1.791304 -6.510665 -7.147639
C12 1.831711 -6.383575 -5.635248
O3 0.575811 -6.607409 -5.007615
C13 -0.007419 -7.887410 -5.213123
C14 0.848376 -9.037736 -4.713765
H26 1.062056 -5.816750 -7.569802
H27 2.771329 -6.289533 -7.571230
H28 1.510901 -7.515142 -7.465697
H29 2.123011 -5.364938 -5.372351
H30 2.592262 -7.043911 -5.207693
H31 -0.264471 -8.020159 -6.268256
H32 -0.951006 -7.880718 -4.663957
H33 1.803226 -9.094816 -5.236852
H34 0.329735 -9.985208 -4.862048
H35 1.063177 -8.920539 -3.649765
C15 1.274837 6.333099 -0.618376
C16 0.320904 5.401394 0.109448
O4 0.956333 4.561341 1.057510
C17 1.642758 5.218607 2.111075
C18 0.749600 6.104821 2.960303
H36 2.054151 5.760424 -1.125335
H37 0.734902 6.923498 -1.359974
H38 1.767980 7.026968 0.064004
H39 -0.148982 4.735032 -0.615762
H40 -0.489195 5.965173 0.583472
H41 2.492404 5.784603 1.714784
H42 2.062662 4.431960 2.740432
H43 0.307597 6.916146 2.380953
H44 1.323947 6.549819 3.773382
H45 -0.069303 5.522218 3.387731
C19 -5.451872 -2.252179 0.350488
C20 -4.739579 -1.019774 -0.178314
O5 -4.742019 -0.923573 -1.594858
C21 -6.019382 -0.850333 -2.214505
C22 -6.844451 0.345189 -1.774578
H46 -5.003465 -3.145371 -0.071273
H47 -5.375524 -2.296312 1.438188
H48 -6.511827 -2.262263 0.093358
H49 -3.687582 -1.063623 0.116391
H50 -5.146732 -0.107537 0.267788
H51 -6.569536 -1.784289 -2.058870
H52 -5.830057 -0.778265 -3.286404
H53 -7.068829 0.318230 -0.707565
H54 -7.791525 0.367975 -2.314148
H55 -6.306746 1.273430 -1.974240
C23 5.841289 10.329018 3.116495
C24 4.962401 9.201119 3.628858
O6 4.281553 8.496301 2.603960
C25 5.098145 7.860870 1.635122
C26 6.039022 6.821810 2.219773
H56 5.249400 11.039981 2.537306
H57 6.304247 10.856427 3.951528
H58 6.640393 9.963522 2.470072
H59 4.187021 9.618641 4.271977
H60 5.539473 8.506960 4.248762
H61 5.650415 8.607934 1.055552
H62 4.417964 7.369375 0.936734
H63 6.748707 7.260858 2.921916
H64 6.610109 6.339787 1.424975
H65 5.475075 6.057173 2.757836

Atomic forces in eV per Å
0.36 0.09 -1.34
-0.27 0.49 1.48
0.65 -0.22 -0.05
-0.35 -0.52 -0.09
0.41 -0.55 -0.47
0.29 0.53 0.13
-0.12 0.50 -0.21
0.49 -0.38 0.44
-0.17 0.33 -0.38
0.02 0.18 0.27
-0.27 -0.15 0.43
0.14 0.14 -0.12
-0.02 -0.07 -0.41
-0.07 -0.42 -0.09
-0.05 0.33 -0.02
0.19 0.28 -0.20
0.23 0.28 0.46
0.06 -0.41 0.01
-0.53 0.07 0.04
-0.43 -0.04 0.16
-0.13 -0.43 0.13
0.16 -0.08 0.19
-0.22 0.18 -0.33
-0.17 -0.18 0.01
0.10 -0.09 0.01
0.00 0.22 0.04
-0.12 -0.33 -0.29
0.13 0.07 0.14
-0.15 0.03 0.00
-0.03 0.06 0.01
0.02 -0.01 -0.03
-0.05 0.06 0.03
0.04 -0.15 -0.01
0.03 0.03 0.03
-0.03 0.05 0.04
-0.11 -0.03 -0.11
0.09 0.04 0.01
0.00 -0.02 -0.02
0.04 -0.01 0.00
-0.14 -0.06 -0.01
0.13 -0.05 -0.16
-0.18 0.29 0.29
0.03 -0.18 -0.06
0.11 0.07 0.03
0.05 0.01 0.01
-0.01 0.02 0.03
0.09 -0.02 0.00
-0.11 0.00 0.09
-0.01 -0.05 -0.03
0.05 -0.03 -0.01
0.03 0.14 0.01
-0.05 -0.06 -0.06
-0.01 0.02 0.00
-0.03 -0.02 -0.01
0.12 0.02 0.07
0.02 0.13 -0.06
-0.02 -0.33 -0.02
0.03 0.17 0.08
-0.11 0.02 -0.04
-0.04 0.00 -0.02
0.00 -0.03 0.00
-0.07 0.06 -0.01
0.03 -0.11 0.09
0.03 0.07 0.00
-0.03 0.08 0.03
-0.05 -0.11 -0.14
0.09 0.06 0.03
0.01 -0.01 -0.03
0.03 -0.01 0.01
-0.24 0.10 -0.14
-0.15 -0.02 0.16
0.41 -0.15 -0.13
-0.24 0.04 -0.06
0.09 0.05 0.13
-0.06 -0.05 0.05
0.01 0.01 -0.01
-0.01 0.12 0.09
0.05 0.05 -0.11
-0.03 0.00 -0.01
-0.03 0.02 0.07
0.15 -0.02 0.05
-0.08 -0.05 -0.03
0.03 -0.01 -0.01
-0.02 -0.02 -0.04
0.02 -0.03 -0.14
0.11 0.09 0.05
-0.27 -0.08 -0.06
0.12 -0.02 0.03
0.02 0.00 0.11
0.00 0.00 0.05
-0.04 -0.01 0.00
0.05 0.00 0.07
-0.10 -0.09 -0.08
0.07 0.01 -0.02
0.07 -0.02 0.02
-0.12 0.09 0.08
0.05 0.01 -0.07
-0.02 0.01 0.00
-0.01 0.00 -0.04